Here is 10 unconnected molecules or ions with the total composition C54H59F7O3 in a non-equilibrium geometry from the OMol25 dataset. Energies are from ωB97M-V/def2-TZVPD.

The geometry in XYZ format:
```
123
Properties=species:S:1:pos:R:3:mulliken_charge:R:1
F -2.2416 -4.2212 -4.3427 -0.35
F 4.3549 -1.9205 -3.0077 -0.34
F 2.6216 -2.5770 -0.4190 0.29
F 2.3506 3.6790 4.5364 -0.37
F 3.3995 3.6396 -0.4405 -0.34
F -2.7192 -0.1989 0.9204 -0.75
F -4.4969 3.1654 -1.3198 -0.30
O -0.9790 -2.9870 3.6699 -0.55
O -3.4051 2.0392 3.1888 -0.16
O -3.9838 -0.8129 -3.9321 -0.53
C 1.1033 -5.2430 -3.4243 -0.35
C 3.4777 -2.8757 1.7431 -0.23
C 4.5648 0.2781 -3.7424 -0.63
C -2.6315 -1.2426 -3.7825 0.13
C -0.9085 -0.8873 -0.3858 0.64
C -2.4797 4.3612 -1.0856 0.04
C -0.7074 -3.5274 2.3801 0.49
C 0.6875 0.7384 -1.1169 -0.27
C 1.1382 -4.8608 -2.0745 -0.77
C -1.8022 0.0360 -3.7565 0.25
C -2.2775 -2.3696 3.6931 0.19
C -1.7792 5.3863 -0.4474 -0.62
C -3.5712 3.3914 3.6681 -0.34
C 3.6152 -2.9832 0.3784 0.14
C -4.6078 1.6243 2.5721 -0.18
C -4.4630 4.9875 0.1427 -0.32
C -0.0318 1.7663 -0.5212 -1.02
C 0.3790 2.5320 3.8926 -0.81
C 4.1225 2.5184 -0.2338 0.15
C 3.5830 1.4290 0.4292 -0.46
C 2.7970 1.2480 -5.0165 -0.75
C 5.4299 2.4951 -0.6907 -0.48
C -2.7605 1.0002 -3.0586 0.77
C -1.1180 -4.0415 -2.2846 -0.34
C 2.4774 1.3757 4.0773 -0.61
C 4.7156 -3.6506 -0.1488 -0.52
C 3.7837 -0.8481 -3.6016 0.78
C 1.7432 2.5501 4.1248 0.17
C -5.0953 3.6832 3.6815 -0.43
C 4.5206 -3.2658 2.5835 -0.65
C 6.2612 1.4053 -0.3684 -0.77
C -1.1329 -4.4236 -3.6213 0.46
C -1.2042 1.4707 0.1573 -0.63
C -3.7639 5.9714 0.8145 -0.66
C 0.5080 0.1877 3.4746 0.12
C -5.6675 2.3101 3.4185 -0.79
C 0.2419 -0.5642 -1.1070 -0.28
C 5.6978 0.3177 0.2774 -0.19
C 1.8692 0.1746 3.7779 -0.60
C 2.5437 -1.0042 -4.1762 -0.67
C -2.0485 -4.1639 2.0489 -0.60
C -3.8143 4.1936 -0.7962 0.48
C -0.0387 -5.0651 -4.1802 -0.79
C 2.0263 0.1001 -4.8618 -0.11
C 0.0155 -4.2747 -1.5355 0.04
C -4.1022 0.5946 -3.6844 -0.69
C -3.0070 -3.1035 2.5619 -0.24
C 5.6352 -3.9126 2.0446 -0.61
C 5.7434 -4.0703 0.6649 -0.64
C -0.2474 1.3439 3.4992 -0.26
C 4.0593 1.3713 -4.4260 -0.42
C 4.3583 0.3142 0.6590 -0.29
C -1.5936 0.1354 0.2471 0.10
C -2.4200 6.1753 0.4800 -0.50
H -0.2380 3.3967 4.1100 0.45
H -2.1883 -5.0791 2.6258 0.37
H -4.2703 1.1211 -4.6234 0.30
H 3.9253 -0.4471 1.2868 0.35
H 3.4663 1.3491 4.5241 0.42
H 2.4533 -0.7329 3.8394 0.62
H 0.3354 2.7804 -0.6141 0.51
H -5.8443 1.7465 4.3389 0.31
H -1.7664 2.2740 0.6151 0.63
H -0.0098 -0.7150 3.1676 0.21
H 2.0426 -5.1073 -1.5369 0.49
H -0.3299 -2.7398 1.7173 -0.44
H 6.3918 -4.2742 2.7280 0.39
H 1.0547 0.1137 -5.3357 0.43
H -2.8226 -2.4194 4.6342 0.40
H -5.5142 4.8675 0.3749 0.46
H -3.0616 4.0041 2.9177 0.11
H -5.2990 4.4056 2.8967 0.06
H 5.8092 3.3276 -1.2685 0.48
H 2.0010 -1.9172 -3.9680 0.48
H 6.6570 -4.4414 0.2208 0.40
H 1.6360 0.9372 -1.6040 0.81
H 0.8391 -1.3080 -1.6168 -0.06
H -1.2725 1.3726 3.1559 0.59
H -4.8806 0.7456 -2.9401 0.34
H -0.9168 -0.1701 -3.1448 -0.53
H -1.9993 3.6362 -1.7298 0.20
H -0.0702 -5.3190 -5.2326 0.42
H -1.1535 -1.9273 -0.2160 0.12
H -2.4816 -1.7824 -2.8426 -0.32
H -4.7861 0.5467 2.6015 0.23
H 4.6598 2.2594 -4.5585 0.44
H 0.0325 -3.9152 -0.5107 0.18
H 4.4529 -3.2000 3.6598 0.47
H 2.5532 1.4103 0.7648 0.74
H 2.5956 -2.4524 2.2109 0.57
H 7.3157 1.4772 -0.5913 0.42
H -6.6899 2.3166 3.0220 0.40
H -1.8588 6.9431 1.0001 0.39
H -2.8542 0.8090 -1.9888 -0.63
H -1.4679 0.3667 -4.7388 0.24
H -3.9698 -3.5065 2.8807 0.48
H -4.2238 6.5784 1.5807 0.44
H -2.2008 -4.4151 0.9968 0.20
H 2.0045 -5.6522 -3.8613 0.40
H -1.9679 -3.5816 -1.7965 0.65
H -2.4904 2.0459 -3.1949 0.36
H -0.7352 5.5623 -0.6672 0.44
H 5.5654 0.3307 -3.3343 0.43
H 2.3692 2.1044 -5.5224 0.38
H -2.0875 -1.3102 3.4881 -0.37
H 0.1008 -4.2441 2.5350 0.43
H -5.3943 4.0345 4.6676 0.36
H -3.0605 3.5665 4.6134 0.35
H -2.3739 -1.8550 -4.6474 0.27
H -4.5846 1.8849 1.5055 0.04
H 6.3094 -0.4864 0.6745 0.41
H -3.2369 -2.4272 1.7339 -0.14
H 4.8041 -3.7840 -1.2205 0.39
```

Summary:
HOMO level: -9.0 eV
SMILES string: Fc1ccccc1.Fc1ccccc1.Fc1ccccc1.Fc1ccccc1.Fc1ccccc1.Fc1ccccc1.Fc1ccccc1.C1CCOC1.C1CCOC1.C1CCOC1
Max |F|: 1.54 eV Å⁻¹



Here is a single C15H15NO4 molecule in a non-equilibrium geometry from the OMol25 dataset. Energies are from ωB97M-V/def2-TZVPD.

The geometry in XYZ format:
```
35
Properties=species:S:1:pos:R:3:nbo_charge:R:1
O 4.7018 -2.0819 0.0063 -0.54
O -1.9569 1.7530 0.0066 -0.52
O -3.7654 -0.5067 -0.0006 -0.49
O 4.9126 0.1851 -0.0016 -0.48
N 2.7651 0.8112 -0.0044 -0.51
C -6.5102 -0.6845 -0.0020 -0.39
C -5.9266 0.4979 -0.0078 -0.20
C 3.9870 1.1868 -0.0057 0.57
C 2.7801 -0.5783 0.0003 -0.05
C -2.4191 -0.5940 -0.0001 0.29
C 4.1932 -0.9955 0.0019 0.74
C -4.4457 0.7327 -0.0046 -0.10
C -1.4814 0.4651 0.0030 0.29
C -0.1325 0.1680 0.0028 -0.27
C -1.9381 -1.9075 -0.0022 -0.25
C -1.0260 2.8092 0.0153 -0.25
C 4.4751 2.5815 -0.0112 -0.67
C 1.7390 -1.4474 0.0020 -0.08
C -0.5947 -2.1926 -0.0013 -0.16
C 0.3404 -1.1516 0.0009 -0.12
H -0.3958 2.7822 0.9091 0.18
H 2.0188 -2.4937 0.0042 0.23
H -6.5049 1.4121 -0.0150 0.20
H -0.3925 2.7942 -0.8764 0.18
H -1.6245 3.7192 0.0203 0.20
H -0.2596 -3.2184 -0.0026 0.21
H -2.6736 -2.6965 -0.0041 0.23
H -7.5815 -0.7862 -0.0047 0.20
H -5.9329 -1.5921 0.0056 0.20
H 0.6065 0.9504 0.0045 0.26
H -4.1765 1.3223 0.8817 0.20
H 3.6298 3.2618 -0.0158 0.24
H -4.1717 1.3189 -0.8918 0.19
H 5.0913 2.7582 0.8690 0.24
H 5.0944 2.7499 -0.8909 0.24
```

Summary:
HOMO level: -7.8 eV
SMILES string: C=CCOc1ccc(/C=C2\N=C(C)OC2=O)cc1OC
Max |F|: 1.28 eV Å⁻¹
Energy above the lowest of the compared OMol25 structures with the same formula, charge and spin: 258.1 kJ/mol



Number 1: E -3017.77392 a.u.. Number 2: E -936.26296 a.u..